Record 1
{
  "formula": "C11H16F4IInO3P",
  "method": "ωB97M-V/def2-TZVPD",
  "charge": -1,
  "gap_ha": 0.3046,
  "e_lumo_ev": 2.47,
  "multiplicity": 1,
  "elements": ["F", "C", "F", "C", "F", "H", "H", "H", "C", "H", "H", "F", "O", "C", "H", "H", "H", "P", "H", "H", "C", "I", "H", "H", "C", "O", "C", "C", "H", "H", "H", "C", "C", "O", "C", "In", "H"],
  "xyz": [[0.72727, 5.97768, -0.84483], [-2.14006, -5.48720, 0.59984], [0.85452, -3.44841, 0.43443], [4.69654, 1.14524, 0.69061], [1.16239, 4.67695, -2.93233], [-1.37438, 0.40562, 1.90811], [-3.90404, 0.50935, -1.63704], [-2.43566, -6.50333, 0.84965], [-0.79820, -5.11390, 0.67119], [-1.07542, -1.85787, -0.26055], [3.02643, 2.71276, 1.25723], [2.79419, 4.80656, -1.19410], [-3.08588, 2.14684, 1.21116], [-0.43365, -3.80861, 0.36032], [-4.14819, -4.84654, 0.14762], [-3.47627, -2.52386, -0.41789], [5.19910, 1.19496, 1.76348], [-2.50470, 1.13258, 0.10370], [-0.03642, -5.82815, 0.96560], [1.86772, 0.25052, -0.62934], [-2.72576, -3.24718, -0.10888], [2.12085, 0.41485, 2.52201], [4.81132, 0.03810, 0.26257], [-1.32522, 1.57107, -2.20865], [1.31037, 4.76068, -1.45628], [-1.54083, -0.03124, 0.99949], [2.22098, 1.36009, -0.50126], [-1.45781, 2.13959, -1.18316], [-2.11401, 3.10554, -1.42702], [2.97792, 1.58008, -1.38270], [5.26798, 1.93153, -0.00229], [3.11024, 1.57782, 0.89806], [-1.38507, -2.87120, -0.02661], [-3.94183, 0.39755, -0.63167], [-3.10180, -4.55493, 0.20761], [0.52225, 2.88113, -0.37514], [0.33517, 3.40534, 1.36709]],
  "lowdin_charge": [-0.0978, -0.1007, 0.0608, -0.2112, -0.1009, 0.0853, 0.0720, 0.0970, -0.0287, 0.0949, 0.0661, -0.1201, -0.4448, -0.2810, 0.0951, 0.0974, 0.0611, 0.6617, 0.1098, 0.0296, -0.0715, 0.6391, 0.0875, 0.0187, -0.3206, -0.2938, -0.3736, -0.3843, 0.0428, 0.0462, 0.0873, -0.8208, -0.0124, -0.2654, -0.1060, 0.6248, -0.0435]
}

***

Record 2
{
  "formula": "C4H8O3",
  "method": "ωB97M-V/def2-TZVPD",
  "charge": 0,
  "de_lowest_ev": 0.923,
  "gap_ha": 0.4158,
  "e_lumo_ev": 0.89,
  "multiplicity": 1,
  "elements": ["H", "O", "C", "C", "H", "H", "H", "H", "H", "O", "O", "H", "H", "C", "C"],
  "xyz": [[-1.11424, -1.10931, 0.71161], [0.78314, 1.24126, -0.54937], [-0.93470, -0.38304, -0.08467], [-0.80579, -1.04423, -1.45056], [2.55988, 1.14507, 1.21814], [-0.34361, -0.32883, -2.14377], [-0.14740, -1.92472, -1.38511], [-1.80239, 0.28710, -0.12819], [1.98237, 0.96016, 2.91080], [0.65454, 0.35883, 1.51034], [-2.10789, -1.41409, -1.86232], [1.35551, 2.27797, 1.86935], [-2.04545, -1.79491, -2.74626], [1.70817, 1.24345, 1.89477], [0.25787, 0.48529, 0.23525]],
  "lowdin_charge": [0.1269, 0.1018, -0.0716, -0.2628, 0.0946, 0.1196, 0.1259, 0.1393, 0.0926, -0.0365, -0.0646, 0.0979, 0.0889, -0.0497, -0.5023]
}

***

Record 3
{
  "formula": "B3CoF14NO4S2",
  "method": "ωB97M-V/def2-TZVPD",
  "s_squared": 3.75,
  "charge": -2,
  "de_lowest_ev": 3.336,
  "gap_ha": [0.3817, 0.3702],
  "e_lumo_ev": [5.04, 5.01],
  "multiplicity": 4,
  "elements": ["F", "F", "S", "F", "O", "F", "B", "F", "F", "F", "F", "S", "O", "F", "B", "O", "N", "Co", "O", "B", "F", "F", "F", "F", "F"],
  "xyz": [[2.91088, 0.45041, 2.01257], [2.09376, -2.24602, -2.90455], [-1.51925, 2.20794, -0.75805], [-0.97325, -1.27860, 1.45834], [1.06338, 3.21455, 0.89455], [0.65276, -0.66797, -2.08091], [-2.02396, -1.59958, 0.68675], [-0.22617, -2.67766, -2.57326], [-2.31912, -2.98180, 0.95168], [-3.20596, -0.85466, 0.86614], [2.01893, 0.13446, -0.05723], [-0.18274, 2.47535, 1.11512], [-2.93935, 2.04919, -0.40938], [-1.36358, 1.43185, -2.12327], [0.89848, -1.99193, -2.16359], [-1.29341, 3.13414, 1.75107], [-0.41167, 1.27277, 0.15158], [0.22838, -0.53283, -0.00606], [-1.02131, 3.52110, -1.18142], [2.51088, -0.42572, 1.06312], [-1.56363, -1.42976, -0.52507], [1.65622, -1.30582, 1.65484], [3.60105, -1.22056, 0.66611], [0.26831, 1.58091, 2.39254], [1.14032, -2.25970, -0.88150]],
  "lowdin_charge": [0.1823, 0.0944, 0.6147, 0.1867, -0.2734, 0.1701, -1.3763, 0.1572, 0.0782, 0.1224, 0.1814, 0.4976, -0.2649, -0.1626, -1.3685, -0.2640, -0.2911, 0.9078, -0.2849, -1.4362, 0.2276, 0.1826, 0.1109, -0.1935, 0.2014]
}